# 1
Entry from the Open Molecules 2025 dataset: 7 unconnected molecules or ions with the total composition C34H75N6O6 (ωB97M-V with the def2-TZVPD basis set).

Computed properties:
- Charge: +1
- Energy above the lowest of the compared OMol25 structures with the same formula, charge and spin: 0.0 kJ/mol
- E_HOMO: -7.78 eV
- LUMO: -2.21 eV

Element x y z (Å)
O (-1.05, 2.27, 4.57)
O (0.36, 0.15, -0.40)
O (9.22, 2.08, -1.72)
O (0.91, 0.97, 1.43)
O (4.26, 0.04, -2.21)
O (-0.34, 2.60, 9.65)
N (2.81, -2.82, 1.75)
N (-1.98, -1.68, -5.43)
N (-1.04, 0.83, 7.21)
N (6.15, 2.31, -2.25)
N (-1.24, 3.25, -1.55)
N (-5.11, -2.27, -0.04)
C (-1.34, -0.09, 1.28)
C (-1.01, 2.14, -2.31)
C (-7.13, -1.20, -1.09)
C (5.49, -0.02, -3.00)
C (0.09, -2.78, -6.17)
C (-1.63, 2.07, 9.35)
C (-2.32, 0.89, 6.20)
C (-1.56, 0.65, 8.66)
C (0.06, 0.36, 0.75)
C (-1.11, -1.69, -3.07)
C (-0.40, 2.60, -3.49)
C (-5.16, -1.57, 1.20)
C (-6.10, -2.07, 2.31)
C (-0.26, 3.99, -3.41)
C (-6.46, -2.47, -0.65)
C (3.25, -2.08, 0.72)
C (4.27, -2.67, 0.04)
C (8.66, 3.18, -2.46)
C (7.25, 3.40, -1.87)
C (-2.12, -1.15, -4.09)
C (-0.83, 4.38, -2.18)
C (10.42, 2.27, -1.11)
C (-0.70, -1.40, -6.06)
C (-4.23, -3.39, 0.03)
C (-3.79, -3.85, -1.40)
C (4.36, -3.94, 0.69)
C (6.54, 0.84, -2.39)
C (3.49, -4.01, 1.73)
C (3.19, -0.75, -2.76)
C (-0.40, 3.73, 10.55)
C (-1.79, 3.49, 4.69)
C (-3.18, -1.99, -7.57)
C (-3.06, -1.17, -6.26)
C (-1.82, 1.08, 4.69)
H (-4.03, -1.51, -8.07)
H (-2.79, -4.27, -1.39)
H (11.25, 2.63, -1.72)
H (3.23, -4.80, 2.41)
H (-2.63, 1.05, 3.96)
H (-3.97, -1.30, -5.68)
H (2.25, -0.45, -2.30)
H (-0.10, -1.38, -3.34)
H (-2.83, 1.77, 6.59)
H (-7.10, -1.65, 2.31)
H (-5.73, -1.83, 3.31)
H (4.84, -2.22, -0.76)
H (-1.32, 1.17, -1.95)
H (-3.68, -3.07, -2.15)
H (-4.17, -1.62, 1.64)
H (3.34, -1.82, -2.59)
H (-8.14, -1.29, -1.48)
H (-1.21, -2.73, -2.77)
H (-0.39, 0.07, 7.01)
H (-2.24, 3.71, 3.73)
H (-2.10, -0.06, -4.15)
H (-3.38, -3.20, 0.68)
H (6.89, 4.38, -2.16)
H (1.13, -2.54, -6.35)
H (7.33, 3.33, -0.79)
H (-0.20, -3.45, -6.98)
H (-2.28, 2.77, 8.82)
H (-2.97, 0.04, 6.41)
H (-1.68, 0.66, 2.00)
H (9.24, 4.09, -2.34)
H (-1.41, -1.31, -2.09)
H (7.34, 0.63, -3.10)
H (0.20, 4.64, -4.14)
H (-2.48, 0.07, 8.64)
H (-1.98, 1.94, 10.37)
H (-6.28, -3.15, 2.29)
H (2.86, -1.08, 0.65)
H (5.71, 2.55, -3.13)
H (-0.13, 1.90, -4.26)
H (-1.16, 0.28, 4.38)
H (-3.06, -1.37, -3.60)
H (10.41, 2.77, -0.15)
H (0.07, -3.39, -5.27)
H (5.75, -1.08, -2.96)
H (-1.14, 4.35, 4.89)
H (10.59, 1.22, -0.88)
H (-2.08, -0.05, 0.48)
H (-6.67, -0.88, -2.03)
H (0.54, 3.69, 11.09)
H (-4.79, -4.23, 0.47)
H (3.20, -0.62, -3.84)
H (-1.21, -0.96, 1.92)
H (2.15, -2.63, 2.50)
H (-0.94, 5.39, -1.83)
H (-1.56, 3.22, -0.59)
H (-3.57, -3.00, -7.42)
H (-1.20, 3.65, 11.29)
H (-4.49, -4.57, -1.83)
H (6.92, 0.56, -1.41)
H (-0.56, 4.70, 10.07)
H (-0.78, -0.85, -7.00)
H (-3.02, -0.10, -6.45)
H (-2.38, -2.10, -8.29)
H (-2.60, 3.45, 5.41)
H (-7.07, -0.47, -0.28)
H (5.34, 0.26, -4.04)
H (8.75, 3.06, -3.54)
H (-0.56, 1.72, 7.24)
H (-6.25, -3.01, -1.58)
H (-0.78, 0.17, 9.25)
H (-5.29, -0.49, 1.13)
H (5.15, -4.59, 0.34)
H (-7.08, -3.17, -0.09)
H (5.54, 2.54, -1.48)
H (-0.16, -0.62, -5.52)


# 2
Entry from the Open Molecules 2025 dataset: 2 unconnected molecules or ions with the total composition C4H10OS (ωB97M-V with the def2-TZVPD basis set).

Computed properties:
- Charge: 0
- Energy above the lowest of the compared OMol25 structures with the same formula, charge and spin: 302.2 kJ/mol
- E_HOMO: -9.08 eV
- LUMO: 0.63 eV

Element x y z (Å)
S (0.49, -0.16, 0.88)
O (0.26, 0.44, 2.19)
C (-0.43, -2.23, 2.31)
C (-0.15, -2.73, -0.21)
C (0.52, 4.02, -2.07)
C (-0.25, -1.98, 1.02)
H (0.41, 4.45, -3.07)
H (-0.40, 4.10, -1.43)
H (0.89, -2.67, -0.70)
H (0.56, 2.89, -2.40)
H (-1.12, -3.10, 2.60)
H (-0.79, -2.35, -0.99)
H (-0.30, -1.50, 3.13)
H (-0.40, -3.87, -0.07)
H (-0.66, 0.46, 0.28)
H (1.38, 4.23, -1.46)


# 3
Entry from the Open Molecules 2025 dataset: 2 unconnected molecules or ions with the total composition C4H5NS (ωB97M-V with the def2-TZVPD basis set).

Computed properties:
- Charge: 0
- Energy above the lowest of the compared OMol25 structures with the same formula, charge and spin: 394.6 kJ/mol
- E_HOMO: -8.10 eV
- LUMO: -0.92 eV

Element x y z (Å)
S (-2.19, -1.32, 0.05)
N (0.12, -0.23, 0.90)
C (-0.61, -0.56, -0.25)
C (-0.24, 0.15, -1.28)
C (1.08, 0.55, 0.46)
C (1.06, 0.67, -0.90)
H (-0.70, 0.23, -2.30)
H (-2.30, -0.21, 1.71)
H (0.10, -1.08, 1.79)
H (1.73, 0.80, 1.19)
H (1.95, 0.99, -1.38)


# 4
Entry from the Open Molecules 2025 dataset: a molecular structure, C38H30ClIN3O5Pt (ωB97M-V with the def2-TZVPD basis set).

Computed properties:
- Charge: +1
- E_HOMO (spin up / spin down): -10.85 / -10.84 eV
- LUMO (spin up / spin down): -6.16 / -6.13 eV

Element x y z (Å)
Pt (-0.24, -0.44, -0.91)
I (-0.52, -0.31, -3.88)
Cl (7.04, -0.51, -1.73)
O (-0.48, 1.53, 0.18)
O (-0.21, 3.70, 0.54)
O (1.51, 1.42, -1.62)
O (-1.94, -1.88, -0.64)
O (-4.69, 2.28, 0.96)
N (-3.72, -2.12, 2.40)
N (-2.34, 0.69, -1.51)
N (0.70, -1.00, 1.31)
C (0.24, -0.70, 2.55)
C (3.58, 0.96, -0.37)
C (5.42, 0.05, -1.67)
C (-2.92, 3.87, -3.30)
C (0.93, -1.13, 3.71)
C (-1.45, 2.49, -4.60)
C (-1.53, 1.53, -3.62)
C (-4.47, -1.02, 2.39)
C (-2.71, -1.55, 0.30)
C (1.18, 2.69, -1.12)
C (3.40, -2.73, -0.49)
C (4.64, 0.04, -2.82)
C (-2.29, 1.70, -2.46)
C (3.07, 1.38, 0.98)
C (2.19, -2.10, -0.21)
C (-2.89, -2.42, 1.46)
C (-2.07, -3.66, 1.51)
C (3.34, 0.49, -2.74)
C (2.69, -3.19, -2.72)
C (0.05, 2.65, -0.01)
C (3.68, -3.23, -1.74)
C (-2.96, 2.92, -2.31)
C (4.89, 0.48, -0.46)
C (-4.43, -0.13, 1.34)
C (1.50, -2.54, -2.46)
C (2.81, 0.97, -1.54)
C (-0.76, -0.15, 5.12)
C (-3.53, -0.37, 0.29)
C (1.25, -1.92, -1.24)
C (-2.17, 3.66, -4.45)
C (-1.41, 0.33, 3.97)
C (-3.39, 0.56, -0.78)
C (1.82, -1.70, 1.15)
C (2.57, -2.12, 2.27)
C (2.14, -1.84, 3.53)
C (-5.34, 1.09, 1.33)
C (0.40, -0.86, 4.99)
C (-0.94, 0.05, 2.72)
H (-5.10, -0.87, 3.25)
H (-2.51, -4.38, 2.19)
H (-6.11, 0.91, 0.58)
H (-1.06, -3.42, 1.86)
H (2.85, -3.64, -3.68)
H (-2.14, 4.41, -5.23)
H (3.22, 2.44, 1.14)
H (-4.24, 2.68, 1.71)
H (-1.44, 0.44, 1.85)
H (-3.48, 4.79, -3.18)
H (5.04, -0.30, -3.76)
H (-1.18, 0.05, 6.10)
H (2.04, 3.22, -0.70)
H (3.61, 0.84, 1.76)
H (0.93, -1.22, 5.85)
H (4.15, -2.82, 0.28)
H (2.01, 1.17, 1.09)
H (-5.83, 1.18, 2.31)
H (2.71, 0.51, -3.62)
H (0.75, 3.28, -1.94)
H (-1.98, -4.08, 0.51)
H (3.48, -2.68, 2.13)
H (-3.52, 3.10, -1.40)
H (-4.25, 1.20, -0.96)
H (4.63, -3.69, -1.95)
H (0.74, -2.57, -3.23)
H (5.51, 0.45, 0.42)
H (-2.31, 0.92, 4.09)
H (2.70, -2.15, 4.40)
H (-0.85, 2.32, -5.49)


# 5
Entry from the Open Molecules 2025 dataset: 15 unconnected molecules or ions with the total composition C75H110N19O27 (ωB97M-V with the def2-TZVPD basis set).

Computed properties:
- Charge: +3
- E_HOMO: -9.78 eV
- LUMO: -8.86 eV

Element x y z (Å)
O (-11.95, 14.53, 25.81)
O (-15.97, 10.72, 34.56)
O (-10.75, 5.77, 36.45)
O (-10.02, 11.18, 32.30)
O (-13.26, 13.26, 26.67)
O (-9.02, 6.48, 25.21)
O (-10.65, 3.69, 36.52)
O (-9.31, 4.63, 32.59)
O (-10.48, 12.26, 30.57)
O (-12.38, 9.19, 39.82)
O (-12.09, 4.65, 35.32)
O (-10.87, 5.22, 31.35)
O (-16.92, 6.64, 38.75)
O (-13.60, 8.72, 20.59)
O (-11.23, 12.98, 27.18)
O (-12.90, 10.35, 38.07)
O (-6.94, 10.86, 31.42)
O (-15.62, 11.15, 32.55)
O (-17.48, 5.02, 37.56)
O (-18.81, 8.82, 30.86)
O (-14.17, 10.17, 39.71)
O (-9.31, 6.60, 31.72)
O (-9.96, 6.33, 27.06)
O (-9.86, 8.22, 26.04)
O (-17.16, 9.82, 33.02)
O (-15.98, 6.39, 36.87)
O (-11.84, 12.35, 32.25)
N (-18.78, 10.14, 30.27)
N (-13.08, 7.88, 34.93)
N (-9.82, 5.50, 31.92)
N (-10.81, 11.91, 31.73)
N (-7.32, 11.25, 30.12)
N (-11.15, 4.67, 36.06)
N (-13.45, 19.66, 36.10)
N (-9.63, 6.99, 26.07)
N (-12.14, 3.05, 27.82)
N (-12.25, 9.88, 28.25)
N (-16.29, 10.57, 33.37)
N (-15.86, 3.28, 33.93)
N (-16.76, 6.01, 37.73)
N (-12.39, 20.06, 25.19)
N (-12.10, 13.56, 26.53)
N (-13.27, 12.70, 35.41)
N (-13.15, 9.86, 39.16)
N (-13.40, 15.45, 30.16)
N (-13.00, 7.72, 21.40)
C (-12.25, 10.11, 26.77)
C (-11.81, 8.11, 34.51)
C (-8.30, 10.71, 27.85)
C (-8.48, 9.06, 29.74)
C (-14.22, 16.42, 29.92)
C (-14.16, 13.45, 34.73)
C (-13.04, 17.80, 25.82)
C (-13.49, 3.07, 30.33)
C (-13.80, 8.83, 23.47)
C (-12.48, 4.23, 28.42)
C (-13.24, 4.26, 29.59)
C (-12.17, 6.98, 23.61)
C (-11.39, 7.06, 19.60)
C (-12.38, 21.20, 24.16)
C (-13.38, 15.43, 35.88)
C (-12.47, 14.62, 36.52)
C (-16.58, 9.30, 29.33)
C (-12.47, 18.07, 27.09)
C (-13.44, 21.09, 36.08)
C (-16.14, 2.33, 32.96)
C (-17.88, 10.23, 29.10)
C (-11.85, 5.49, 21.62)
C (-13.25, 10.13, 30.45)
C (-12.24, 17.59, 36.03)
C (-11.88, 20.34, 26.42)
C (-15.49, 2.29, 31.74)
C (-12.32, 18.99, 36.10)
C (-7.75, 12.09, 27.43)
C (-13.32, 7.65, 36.37)
C (-14.80, 4.16, 33.76)
C (-12.45, 1.86, 28.41)
C (-11.19, 3.14, 26.67)
C (-19.29, 12.57, 30.27)
C (-11.77, 16.12, 28.55)
C (-13.21, 1.86, 29.64)
C (-14.25, 14.83, 34.91)
C (-18.53, 12.65, 28.93)
C (-16.64, 3.33, 35.14)
C (-12.73, 17.12, 28.19)
C (-7.28, 13.72, 30.85)
C (-5.41, 12.81, 29.39)
C (-12.93, 18.84, 24.92)
C (-12.40, 6.49, 20.64)
C (-13.94, 8.17, 32.71)
C (-6.24, 9.47, 28.54)
C (-12.67, 8.53, 32.27)
C (-13.11, 10.51, 29.08)
C (-11.68, 8.38, 30.05)
C (-13.93, 17.20, 28.88)
C (-12.57, 9.00, 30.90)
C (-13.54, 5.82, 19.88)
C (-11.33, 9.23, 22.58)
C (-13.40, 16.86, 36.08)
C (-14.13, 7.89, 34.10)
C (-12.17, 15.29, 29.59)
C (-21.16, 10.81, 29.81)
C (-14.63, 18.94, 36.26)
C (-17.37, 11.62, 29.04)
C (-7.53, 10.08, 29.08)
C (-12.38, 13.25, 36.29)
C (-11.60, 8.52, 33.15)
C (-12.54, 8.24, 22.77)
C (-7.85, 13.12, 28.48)
C (-12.00, 19.33, 27.44)
C (-14.36, 3.11, 31.56)
C (-6.93, 12.69, 29.68)
C (-13.09, 11.28, 35.09)
C (-18.64, 9.75, 27.79)
C (-11.19, 6.01, 22.92)
C (-14.59, 17.53, 36.25)
C (-14.05, 4.00, 32.59)
C (-11.57, 8.80, 28.73)
C (-13.73, 14.45, 31.22)
C (-19.84, 11.15, 30.62)
C (-20.15, 11.11, 32.18)
H (-14.36, 21.63, 35.89)
H (-13.38, 21.24, 23.75)
H (-12.97, 21.35, 37.03)
H (-8.36, 12.36, 26.57)
H (-13.49, 5.19, 30.08)
H (-9.37, 9.52, 30.18)
H (-13.53, 9.17, 24.47)
H (-11.41, 19.58, 36.10)
H (-12.07, 10.95, 35.29)
H (-13.20, 11.00, 34.04)
H (-19.17, 12.35, 28.10)
H (-11.81, 7.25, 24.60)
H (-11.67, 20.77, 23.45)
H (-10.89, 5.26, 23.64)
H (-16.77, 8.27, 29.01)
H (-12.58, 8.01, 37.08)
H (-8.80, 8.38, 28.95)
H (-13.15, 4.58, 32.48)
H (-13.54, 6.58, 36.45)
H (-12.56, 9.22, 26.22)
H (-8.87, 13.31, 28.80)
H (-5.06, 13.68, 28.84)
H (-20.60, 10.18, 32.51)
H (-11.03, 8.09, 35.26)
H (-12.59, 4.74, 21.90)
H (-14.61, 4.83, 34.58)
H (-8.35, 13.81, 31.04)
H (-20.93, 10.80, 28.74)
H (-11.21, 10.30, 26.49)
H (-20.02, 13.38, 30.20)
H (-10.70, 6.36, 19.13)
H (-11.14, 7.53, 30.43)
H (-17.60, 3.79, 34.89)
H (-10.97, 8.28, 27.99)
H (-21.61, 9.84, 30.05)
H (-6.43, 8.47, 28.15)
H (-13.13, 4.89, 19.48)
H (-16.01, 3.76, 35.91)
H (-14.66, 17.97, 28.68)
H (-15.53, 17.01, 36.36)
H (-16.73, 11.90, 29.87)
H (-14.17, 8.24, 36.73)
H (-14.05, 10.62, 30.99)
H (-11.76, 12.59, 36.89)
H (-13.31, 0.86, 30.05)
H (-6.91, 13.44, 31.83)
H (-15.57, 19.47, 36.31)
H (-11.65, 10.06, 21.95)
H (-16.97, 1.65, 33.11)
H (-12.08, 5.15, 28.00)
H (-13.05, 6.39, 23.90)
H (-6.72, 11.97, 27.08)
H (-15.73, 1.50, 31.04)
H (-12.89, 21.46, 35.22)
H (-11.64, 19.42, 28.45)
H (-18.60, 12.96, 31.03)
H (-4.89, 11.97, 28.92)
H (-13.37, 16.79, 25.62)
H (-13.57, 11.32, 28.54)
H (-10.85, 15.89, 28.02)
H (-13.81, 10.78, 35.75)
H (-21.91, 11.58, 29.96)
H (-8.11, 8.39, 30.52)
H (-13.32, 18.85, 23.91)
H (-11.02, 9.67, 23.53)
H (-14.81, 8.27, 32.07)
H (-10.69, 7.62, 20.23)
H (-5.79, 9.14, 29.48)
H (-11.76, 15.11, 37.18)
H (-11.46, 21.28, 26.77)
H (-15.13, 7.85, 34.52)
H (-18.05, 13.60, 28.69)
H (-11.58, 14.44, 29.90)
H (-9.36, 10.83, 28.06)
H (-15.12, 16.42, 30.52)
H (-13.85, 6.33, 18.97)
H (-10.57, 8.79, 32.97)
H (-16.16, 9.35, 30.34)
H (-11.06, 4.88, 21.19)
H (-13.03, 14.61, 32.04)
H (-12.05, 0.96, 27.97)
H (-8.21, 10.05, 26.99)
H (-19.02, 8.75, 27.99)
H (-16.93, 2.33, 35.45)
H (-11.25, 17.15, 36.01)
H (-14.76, 14.59, 31.54)
H (-11.19, 2.15, 26.20)
H (-17.91, 9.53, 27.01)
H (-19.34, 10.50, 27.42)
H (-6.82, 14.70, 30.72)
H (-13.65, 13.49, 30.71)
H (-19.30, 11.32, 32.84)
H (-14.87, 12.88, 34.15)
H (-14.11, 9.79, 23.06)
H (-15.75, 9.60, 28.70)
H (-11.87, 7.69, 18.85)
H (-14.88, 15.43, 34.26)
H (-10.33, 9.00, 22.21)
H (-12.98, 10.87, 26.52)
H (-5.71, 10.23, 27.97)
H (-14.33, 5.46, 20.55)
H (-12.09, 22.13, 24.64)
H (-4.82, 12.79, 30.30)
H (-20.94, 11.81, 32.46)
H (-10.24, 6.49, 22.67)
H (-16.70, 11.72, 28.18)
H (-11.63, 3.86, 25.97)
H (-10.20, 3.37, 27.06)
H (-7.56, 14.05, 27.99)
H (-14.69, 8.19, 23.48)


What did we get for energy? Answer: -2119.8634 -631.7096 -608.2004 -2883.3964 -5993.0013 hartree, in the order shown.